(1)
Density functional theory data (ωB97M-V/def2-TZVPD) for C10H12S2 in the gas phase.

Its orbital gap is 8.948 eV. The electronic energy comes out at -1184.553438 hartree. As for the structure (SMILES): CC1(C)C=CS[C@@H]1c1cccs1. The molar mass is 196.3 g mol⁻¹. For the HOMO energy, the calculation gives -8.20 eV. As for the LUMO energy: 0.744 eV.

CARTESIAN COORDINATES (ANGSTROEM)
C (-1.6194, -1.6486, 0.0941)
C (-0.2451, -1.1496, 0.5785)
C (-0.2858, -0.2814, 1.7997)
C (0.7146, -2.2721, 0.8953)
C (1.9355, -2.2149, 0.3952)
S (2.3312, -0.6857, -0.4526)
C (0.5257, -0.4321, -0.6295)
C (0.1089, 1.0046, -0.9363)
C (0.9108, 2.0680, -0.7221)
C (0.2388, 3.2871, -1.0472)
C (-0.9522, 3.0112, -1.5870)
S (-1.4556, 1.4059, -1.6989)
H (-1.4550, -2.5669, -0.5045)
H (-1.9035, -0.8103, -0.5748)
H (-2.4361, -1.8742, 0.7415)
H (-0.7773, 0.7222, 1.7225)
H (0.7187, 0.0035, 2.2022)
H (-0.7382, -0.7437, 2.6915)
H (0.2616, -2.9202, 1.6639)
H (2.7990, -2.8591, 0.2208)
H (0.2759, -1.1658, -1.4715)
H (1.9582, 1.9523, -0.3381)
H (0.5831, 4.3036, -1.1019)
H (-1.4938, 3.8661, -1.9409)

---

(2)
Density functional theory data (ωB97M-V/def2-TZVPD) for C10H12Si in the gas phase.

Its orbital gap is 8.145 eV. The electronic energy comes out at -677.467783 hartree. As for the structure (SMILES): C#CC/[Si](C=C)=C/CC=C=C. The molar mass is 160.3 g mol⁻¹. For the HOMO energy, the calculation gives -7.81 eV. As for the LUMO energy: 0.334 eV.

CARTESIAN COORDINATES (ANGSTROEM)
C (-4.0774, 0.0167, 0.1683)
C (-3.2559, -0.7669, -0.2049)
C (-2.0843, -1.5507, -0.5004)
Si (-0.5313, -0.3133, -0.4706)
C (-0.7933, 0.3863, 1.3163)
C (-0.1780, 1.4355, 1.8360)
C (0.5296, 0.0941, -1.8078)
C (1.6239, 1.1224, -1.5870)
C (2.7516, 0.6271, -0.6843)
C (2.4944, -0.1757, 0.3290)
C (2.0920, -1.1193, 1.0604)
H (-4.9598, 0.5323, 0.3843)
H (-2.1090, -2.1753, -1.4731)
H (-1.9380, -2.3853, 0.3589)
H (-1.5078, -0.3100, 1.8395)
H (0.0665, 1.5455, 2.8169)
H (0.4644, 1.9561, 1.1830)
H (0.5436, -0.4672, -2.6646)
H (2.0512, 1.5497, -2.4546)
H (1.2597, 2.0511, -1.0455)
H (3.7479, 0.9706, -1.1455)
H (1.8823, -0.9517, 2.0996)
H (1.9278, -2.0718, 0.6462)

---

(3)
Density functional theory data (ωB97M-V/def2-TZVPD) for C10H13BiClI2N2OP as an isolated structure.

Its orbital gap is 4.668 eV. The electronic energy comes out at -2184.518133 hartree. The total charge is +2. The molar mass is 706.4 g mol⁻¹. For the HOMO energy, the calculation gives -14.27 eV. As for the LUMO energy: -9.604 eV.

CARTESIAN COORDINATES (ANGSTROEM)
I (-5.6426, -0.3974, 1.7532)
I (-5.4231, 0.9760, -0.6202)
Bi (0.0118, 0.5768, -0.9628)
P (-0.3718, -2.2519, -1.6246)
C (-1.9971, -3.0764, -1.6944)
C (0.2741, -2.6165, -3.3152)
H (1.5549, -3.0858, -0.4811)
H (0.6455, -4.4106, -1.2434)
H (0.0325, -3.6805, 0.2799)
C (0.5525, -3.4848, -0.6632)
H (1.3153, -2.2613, -3.3266)
H (0.2542, -3.6972, -3.4896)
H (-1.9153, -4.0163, -2.2617)
H (-2.6967, -2.4085, -2.2186)
H (-0.3510, -2.0742, -4.0447)
H (-2.3399, -3.2954, -0.6711)
C (-1.4284, -0.5816, 0.4915)
O (-2.4877, -0.5375, 0.9685)
Cl (2.1997, -0.4341, -0.3069)
N (3.4910, 5.7433, 3.5466)
C (2.7623, 4.9513, 3.0656)
C (1.8858, 3.9765, 2.4442)
C (1.0300, 4.3598, 1.4061)
C (0.3112, 3.4045, 0.6967)
N (0.4829, 2.0672, 0.9128)
C (1.2874, 1.6982, 1.9440)
C (1.9969, 2.6073, 2.7158)
H (0.9626, 5.4097, 1.1179)
H (-0.4494, 3.6689, -0.0420)
H (1.4018, 0.6291, 2.1120)
H (2.6504, 2.2414, 3.5116)

---

(4)
Density functional theory data (ωB97M-V/def2-TZVPD) for C10H13Br2FeNO9P2S2 as an isolated structure.

Its orbital gap (alpha / beta) is 9.325 / 6.819 eV. The electronic energy comes out at -9011.592601 hartree. The total charge is +1. Its spin multiplicity is 6. The molar mass is 632.9 g mol⁻¹. For the HOMO energy (alpha / beta), the calculation gives -12.48 / -12.44 eV. As for the LUMO energy (alpha / beta): -3.153 / -5.624 eV.

CARTESIAN COORDINATES (ANGSTROEM)
Fe (-0.1119, -0.2183, -0.4662)
C (2.9731, 2.5519, 0.9094)
C (2.4848, 2.2128, -0.4962)
O (3.1084, 3.0915, -1.3959)
P (2.8910, 0.4640, -0.8929)
O (2.9950, 0.4825, -2.4540)
O (4.3440, 0.0932, -0.4248)
O (1.8715, -0.4806, -0.3113)
P (0.6396, 2.2450, -0.5405)
O (0.3230, 3.7611, -0.7696)
O (0.1862, 1.3168, -1.6893)
O (0.0682, 1.6211, 0.7132)
H (4.0572, 2.4553, 0.9508)
H (2.5106, 1.9077, 1.6562)
H (2.7117, 3.5864, 1.1288)
H (2.8319, 2.9138, -2.3046)
H (3.3077, -0.3233, -2.8891)
H (4.4200, -0.3291, 0.4419)
H (-0.5983, 4.0316, -0.6563)
Br (-2.8480, 0.4468, 0.2944)
C (-2.3259, -0.1411, 2.0570)
Br (-0.6459, -1.1197, 2.0447)
H (-3.0870, -0.8186, 2.4212)
H (-2.1913, 0.7309, 2.6832)
O (1.2624, -4.8277, 1.6809)
S (0.9177, -5.0742, 0.3171)
O (1.6994, -5.9350, -0.5048)
N (0.8035, -3.5614, -0.4553)
C (-0.4076, -3.3444, -0.7816)
S (-0.8448, -1.8892, -1.6801)
C (-1.4266, -4.3675, -0.4538)
C (-2.7903, -4.3725, -0.6857)
C (-3.5120, -5.4883, -0.2768)
C (-2.8807, -6.5639, 0.3384)
C (-1.5078, -6.5563, 0.5727)
C (-0.8102, -5.4411, 0.1682)
H (-3.2768, -3.5400, -1.1770)
H (-4.5795, -5.5251, -0.4452)
H (-3.4651, -7.4232, 0.6375)
H (-1.0126, -7.3926, 1.0465)

---

(5)
Density functional theory data (ωB97M-V/def2-TZVPD) for C10H13Cl2N4SeSn as an isolated structure.

Its orbital gap is 8.841 eV. The electronic energy comes out at -4143.773309 hartree. The total charge is +1. The molar mass is 457.8 g mol⁻¹. For the HOMO energy, the calculation gives -12.07 eV. As for the LUMO energy: -3.225 eV.

CARTESIAN COORDINATES (ANGSTROEM)
Sn (-0.1517, -1.5083, -0.5569)
N (2.2077, -1.3653, -0.7559)
C (3.1058, -0.7728, 0.2748)
C (2.9986, -1.5070, 1.6028)
C (1.6861, -1.3049, 2.3416)
N (0.5515, -1.9888, 1.6592)
H (2.5002, -2.3275, -0.9227)
H (2.3567, -0.8868, -1.6435)
H (2.8287, 0.2738, 0.3931)
H (4.1349, -0.8093, -0.0843)
H (3.7999, -1.1457, 2.2485)
H (3.1951, -2.5767, 1.4607)
H (1.4529, -0.2437, 2.3936)
H (1.7667, -1.6775, 3.3635)
H (-0.2804, -1.9268, 2.2430)
H (0.7647, -2.9847, 1.6082)
Cl (-2.6601, -0.7065, 1.1231)
C (-2.8712, 0.4121, -0.2153)
C (-4.1608, 0.7602, -0.5649)
C (-4.3457, 1.6006, -1.6519)
C (-3.2617, 2.0395, -2.3925)
C (-1.9781, 1.6656, -2.0274)
Cl (-0.6528, 2.1368, -3.0249)
C (-1.7425, 0.8793, -0.8946)
N (-0.4178, 0.5505, -0.4822)
H (-4.9985, 0.3783, 0.0001)
H (-5.3459, 1.8976, -1.9351)
H (-3.4001, 2.6632, -3.2642)
Se (0.2430, 1.6958, 0.8044)
C (1.0805, 2.9678, -0.2547)
N (1.5943, 3.8113, -0.8457)

---

(6)
Density functional theory data (ωB97M-V/def2-TZVPD) for C10H13Cl3O9 as an isolated structure.

Its orbital gap is 11.000 eV. The electronic energy comes out at -2446.572981 hartree. The molar mass is 383.6 g mol⁻¹. For the HOMO energy, the calculation gives -10.64 eV. As for the LUMO energy: 0.362 eV.

CARTESIAN COORDINATES (ANGSTROEM)
C (4.8429, 4.4065, -9.4688)
Cl (4.7084, 3.1712, -10.6872)
Cl (3.2260, 5.1138, -9.1053)
Cl (5.8388, 5.6299, -10.1926)
H (5.3046, 4.0676, -8.5414)
C (3.1640, 6.7676, -4.6493)
C (2.7751, 5.3321, -4.9664)
O (4.0168, 4.7721, -5.4412)
C (4.8896, 5.7273, -5.6977)
O (5.9489, 5.5008, -6.3028)
O (4.3840, 6.9273, -5.3278)
H (3.3014, 6.9823, -3.5895)
H (2.2451, 7.2902, -4.9151)
H (1.9713, 5.2124, -5.6928)
H (2.4751, 4.8260, -4.0488)
C (4.3101, 0.1418, -6.5017)
C (3.9566, 1.5860, -6.9387)
O (2.6205, 1.5826, -7.0098)
C (2.1121, 0.3317, -7.0617)
O (0.9364, 0.0780, -7.1480)
O (3.0901, -0.5667, -6.8704)
H (4.5714, 0.1459, -5.4435)
H (5.2079, -0.2244, -6.9995)
H (4.2207, 1.6621, -7.9935)
H (4.3100, 2.3619, -6.2596)
C (9.0751, 4.2950, -7.6513)
C (9.6068, 3.9109, -6.3218)
O (9.1215, 2.6007, -6.1448)
C (8.0257, 2.3828, -7.0111)
O (7.2669, 1.4193, -7.0282)
O (8.0396, 3.3645, -7.8691)
H (9.8800, 4.1670, -8.3751)
H (8.6530, 5.2994, -7.6191)
H (9.2332, 4.5716, -5.5396)
H (10.6925, 4.0066, -6.3380)

---

(7)
Density functional theory data (ωB97M-V/def2-TZVPD) for C10H13ClN2S in the gas phase.

Its orbital gap is 9.206 eV. The electronic energy comes out at -1356.725268 hartree. As for the structure (SMILES): CCS/C(=N/C)Nc1ccccc1Cl. The molar mass is 228.7 g mol⁻¹. For the HOMO energy, the calculation gives -8.44 eV. As for the LUMO energy: 0.766 eV.

CARTESIAN COORDINATES (ANGSTROEM)
C (-4.3840, -0.8377, -0.1890)
C (-3.4645, -0.1501, -1.1766)
S (-1.8984, 0.5253, -0.5596)
C (-0.9272, -0.9603, -0.3914)
N (-1.4352, -2.0879, -0.7020)
C (-0.5481, -3.2279, -0.6606)
N (0.3956, -0.7756, 0.0170)
C (0.9222, 0.3699, 0.5723)
C (0.3137, 1.1192, 1.5931)
C (0.8415, 2.2565, 2.1077)
C (2.1074, 2.6413, 1.6632)
C (2.8297, 1.8592, 0.7489)
C (2.2103, 0.7560, 0.1942)
Cl (3.1278, -0.3136, -0.8475)
H (-3.9092, -1.7862, 0.1468)
H (-4.5046, -0.2102, 0.7212)
H (-5.3508, -1.0495, -0.7189)
H (-3.2529, -0.8100, -2.0808)
H (-4.0077, 0.7409, -1.5496)
H (-0.3308, -3.4987, 0.3848)
H (0.4156, -3.1048, -1.2766)
H (-0.9412, -4.1441, -1.1299)
H (0.9936, -1.4587, -0.3754)
H (-0.6270, 0.7702, 1.9823)
H (0.2887, 2.8487, 2.8161)
H (2.5442, 3.5848, 2.1002)
H (3.7559, 2.1323, 0.3642)

---

(8)
Density functional theory data (ωB97M-V/def2-TZVPD) for an isolated ion of composition C10H13ClNO and charge +1.

Its orbital gap (alpha / beta) is 5.915 / 7.650 eV. The electronic energy comes out at -978.611514 hartree. The total charge is +1. The molar mass is 198.7 g mol⁻¹. For the HOMO energy (alpha / beta), the calculation gives -10.65 / -11.21 eV. As for the LUMO energy (alpha / beta): -4.735 / -3.562 eV.

CARTESIAN COORDINATES (ANGSTROEM)
C (3.0028, -1.7756, -0.2877)
C (2.3185, -1.8808, -1.5571)
C (2.3068, -1.2116, 0.7385)
C (1.0936, -1.4107, -1.6402)
C (0.9212, -0.7830, 0.6596)
C (0.3496, -0.9030, -0.6188)
C (0.3875, 0.0101, 1.7918)
C (-0.9671, -0.5478, -0.8533)
C (-0.0917, 1.8101, 0.2854)
C (-0.9862, 2.9178, -0.0776)
N (-1.9420, -0.4826, 0.2407)
O (-0.3322, 1.2274, 1.4164)
Cl (1.5071, 1.9372, -0.4651)
H (3.9368, -2.0489, -0.1165)
H (2.7574, -2.5304, -2.3725)
H (2.8070, -1.1285, 1.7749)
H (0.5601, -1.4387, -2.6544)
H (-0.2137, -0.5250, 2.3830)
H (1.1765, 0.2930, 2.3840)
H (-1.2263, -0.3757, -1.8955)
H (-2.0140, 2.8730, 0.4335)
H (-1.3065, 2.9388, -1.1300)
H (-0.3735, 3.7302, -0.1088)
H (-2.8182, -0.8530, -0.1261)
H (-2.1810, 0.5977, 0.5359)
H (-1.6582, -1.0670, 1.0103)